Molecular formula: C4H4ClN3
Method: DFT, the ωB97M-V functional and the def2-TZVPD basis

## Properties
relative energy (zero: lowest compared OMol25 entry of this formula, charge and spin): 85.59 kcal per mole
maximum force: 0.0651 hartree/bohr
HOMO level: -8.9 eV
gap between HOMO and LUMO: 7.20 eV
LUMO level: -1.65 eV

```
! wB97M-V def2-TZVPD RIJCOSX def2/J DEFGRID3
* xyz 0 1
C 1.31866 1.62047 -0.10346
C 0.01154 1.19489 -0.21577
C 1.44250 -0.48771 0.20746
C -0.85777 -1.14220 -0.09938
N 2.16348 0.55707 0.16799
N -1.23531 -2.26248 -0.10044
N 0.08218 -0.24383 -0.10217
Cl -3.29544 0.55845 0.03730
H 1.48973 2.67598 -0.18215
H -1.00176 1.53105 -0.40355
H 1.95233 -1.36703 0.49012
H -2.07015 -2.63467 0.30405
*
```

Calculated atomic charges, method natural (NBO), unit e: -0.08, -0.04, 0.21, 0.85, -0.38, -0.53, -0.48, -0.77, 0.24, 0.30, 0.23, 0.46


Molecular formula: C4H4ClNOS
Method: DFT, the ωB97M-V functional and the def2-TZVPD basis

## Properties
relative energy (zero: lowest compared OMol25 entry of this formula, charge and spin): 120.35 kcal per mole
maximum force: 0.0613 hartree/bohr
HOMO level: -9.0 eV
gap between HOMO and LUMO: 7.25 eV
LUMO level: -1.76 eV

```
! wB97M-V def2-TZVPD RIJCOSX def2/J DEFGRID3
* xyz 0 1
C -1.04005 0.24979 -0.72073
C -0.54994 1.15773 0.28204
C -0.72820 -1.04247 -1.05949
C 0.40854 0.81650 1.12989
N 0.95618 -1.86048 0.50546
O 0.07438 -1.99945 -0.58196
S 1.41347 -0.62799 1.22813
Cl 3.34428 0.56750 0.34002
H -1.94304 0.62033 -1.25380
H -1.30920 2.01326 0.20821
H -1.33751 -1.39397 -1.98908
H 0.71110 1.49927 1.91130
*
```

Calculated atomic charges, method natural (NBO), unit e: -0.40, -0.14, 0.21, -0.50, -0.45, -0.33, 1.14, -0.47, 0.22, 0.25, 0.22, 0.25


Molecular formula: C4H4CuO
Method: DFT, the ωB97M-V functional and the def2-TZVPD basis

## Properties
relative energy (zero: lowest compared OMol25 entry of this formula, charge and spin): 139.76 kcal per mole
maximum force: 0.0857 hartree/bohr
HOMO level (spin up / spin down): -12.6 / -12.6 eV
gap between HOMO and LUMO (spin up / spin down): 6.23 / 6.23 eV
LUMO level (spin up / spin down): -6.37 / -6.37 eV

```
! wB97M-V def2-TZVPD RIJCOSX def2/J DEFGRID3
* xyz 1 1
C 0.47018 -0.52423 -0.66174
C 0.66033 -0.81320 -1.92097
C 0.18190 -0.34003 0.59950
C -0.94086 0.08808 1.38931
O -0.02700 1.07797 1.50603
Cu 0.41224 3.26370 1.47157
H 0.77371 -0.02379 -2.66916
H 0.89658 -1.83487 -2.23078
H -1.91503 0.31863 0.93967
H -0.51204 -1.21226 1.57656
*
```

Calculated atomic charges, method natural (NBO), unit e: 0.01, -0.37, 0.08, -0.10, -0.65, 0.98, 0.25, 0.25, 0.22, 0.33


Molecular formula: C4H4CuO5
Method: DFT, the ωB97M-V functional and the def2-TZVPD basis

## Properties
relative energy (zero: lowest compared OMol25 entry of this formula, charge and spin): 2.14 kcal per mole
<S²>: 0.75
maximum force: 0.0510 hartree/bohr
HOMO level (spin up / spin down): -8.9 / -9.0 eV
gap between HOMO and LUMO (spin up / spin down): 8.03 / 8.01 eV
LUMO level (spin up / spin down): -0.87 / -1.02 eV

```
! wB97M-V def2-TZVPD RIJCOSX def2/J DEFGRID3
* xyz 0 2
O 0.01605 0.39394 0.99780
C -0.29971 0.53343 2.35442
O -0.22730 -0.56978 2.94634
O -0.66693 1.63918 2.75036
C -0.29607 1.43845 0.08152
C 0.17527 1.03143 -1.26411
H 0.20377 2.36156 0.42987
H -1.37791 1.64408 0.07841
H -0.55198 0.82074 -2.05038
H 1.24756 0.93180 -1.43526
O 0.39216 -3.28007 -3.07115
O 0.53312 -2.28664 -0.99111
C 0.48853 -2.92967 -1.97353
Cu 0.36344 -1.72843 1.14681
*
```

Calculated atomic charges, method natural (NBO), unit e: -0.66, 0.95, -0.81, -0.69, -0.16, -0.28, 0.21, 0.19, 0.18, 0.17, -0.45, -0.60, 1.06, 0.88


Molecular formula: C4H4F2
Method: DFT, the ωB97M-V functional and the def2-TZVPD basis

## Properties
relative energy (zero: lowest compared OMol25 entry of this formula, charge and spin): 65.34 kcal per mole
maximum force: 0.0714 hartree/bohr
HOMO level: -9.6 eV
gap between HOMO and LUMO: 10.37 eV
structure (SMILES): CC1C(F)=C1F
LUMO level: 0.77 eV

```
! wB97M-V def2-TZVPD RIJCOSX def2/J DEFGRID3
* xyz 0 1
C -2.38092 0.70214 0.00765
C -2.33904 -0.59660 -0.04382
C -0.98818 0.05780 -0.46665
C 0.24853 -0.23979 0.34937
F -3.03455 1.87706 -0.01305
F -2.96539 -1.74609 0.17086
H -0.86690 0.02151 -1.68845
H -0.01202 -0.21485 1.43446
H 1.21882 0.32475 0.20582
H 0.38015 -1.28289 0.01177
*
```

Calculated atomic charges, method natural (NBO), unit e: 0.30, 0.30, -0.23, -0.65, -0.29, -0.28, 0.18, 0.22, 0.23, 0.22


Molecular formula: C4H4F2
Method: DFT, the ωB97M-V functional and the def2-TZVPD basis

## Properties
relative energy (zero: lowest compared OMol25 entry of this formula, charge and spin): 92.03 kcal per mole
maximum force: 0.1080 hartree/bohr
HOMO level: -8.8 eV
gap between HOMO and LUMO: 9.58 eV
LUMO level: 0.73 eV

```
! wB97M-V def2-TZVPD RIJCOSX def2/J DEFGRID3
* xyz 0 1
C -2.60388 -0.67939 0.08915
C -2.61835 0.61892 0.17590
C -1.35786 -0.02033 0.61918
C 0.38127 -0.01203 -0.44560
F -3.02379 -1.89776 -0.17067
F -3.11007 1.79948 -0.24312
H -1.19917 -0.17502 1.70010
H 0.15744 -0.26840 -1.45420
H 0.98054 -0.68484 0.07773
H 0.66007 1.08839 -0.33103
*
```

Calculated atomic charges, method natural (NBO), unit e: 0.33, 0.30, -0.24, -0.61, -0.27, -0.29, 0.18, 0.20, 0.20, 0.21


Molecular formula: C4H4F3N
Method: DFT, the ωB97M-V functional and the def2-TZVPD basis

## Properties
relative energy (zero: lowest compared OMol25 entry of this formula, charge and spin): 76.77 kcal per mole
maximum force: 0.0943 hartree/bohr
HOMO level: -9.0 eV
gap between HOMO and LUMO: 9.38 eV
LUMO level: 0.40 eV

```
! wB97M-V def2-TZVPD RIJCOSX def2/J DEFGRID3
* xyz 0 1
C 0.36217 -0.15226 -1.84370
C 0.29986 -0.33879 -0.48060
C 0.36574 -1.32661 0.62148
C -0.72491 1.41013 0.48590
N 1.41143 0.20805 -1.24045
F -0.53334 1.19774 1.81626
F -0.13276 2.53710 0.10828
F -2.10043 1.41305 0.24918
H -0.35324 -0.15638 -2.61022
H -0.06393 -2.36571 0.43524
H 0.05601 -0.93292 1.63078
H 1.41341 -1.49342 0.82784
*
```

Calculated atomic charges, method natural (NBO), unit e: 0.07, 0.09, -0.69, 0.86, -0.25, -0.35, -0.33, -0.36, 0.23, 0.23, 0.27, 0.23


Molecular formula: C4H4F4N2
Method: DFT, the ωB97M-V functional and the def2-TZVPD basis

## Properties
relative energy (zero: lowest compared OMol25 entry of this formula, charge and spin): 250.97 kcal per mole
maximum force: 0.0816 hartree/bohr
HOMO level (spin up / spin down): -10.1 / -7.6 eV
gap between HOMO and LUMO (spin up / spin down): 9.70 / 7.08 eV
LUMO level (spin up / spin down): -0.45 / -0.48 eV

```
! wB97M-V def2-TZVPD RIJCOSX def2/J DEFGRID3
* xyz 0 1
C -1.18416 2.00520 -0.31722
C -0.92276 0.84608 -0.22849
C -0.55614 -1.40057 0.84990
C -0.33920 -0.37884 -0.12486
N 0.32786 -0.69751 -1.29752
N 1.82799 0.68799 0.96980
F -0.10537 -0.07377 -2.46792
F 0.46157 -1.98747 -1.50885
F 2.55295 0.99960 -0.07478
F 1.29502 1.85955 1.43456
H -1.36591 3.10360 -0.53182
H -0.34386 -0.88915 1.91290
H -1.64502 -1.73693 0.68812
H -0.00296 -2.33779 0.69617
*
```

Calculated atomic charges, method natural (NBO), unit e: -0.14, -0.12, -0.66, 0.05, 0.31, 0.37, -0.21, -0.19, -0.19, -0.23, 0.26, 0.25, 0.24, 0.25


Molecular formula: C4H4F4O
Method: DFT, the ωB97M-V functional and the def2-TZVPD basis

## Properties
relative energy (zero: lowest compared OMol25 entry of this formula, charge and spin): 68.20 kcal per mole
maximum force: 0.0702 hartree/bohr
HOMO level: -9.9 eV
gap between HOMO and LUMO: 9.13 eV
LUMO level: -0.82 eV

```
! wB97M-V def2-TZVPD RIJCOSX def2/J DEFGRID3
* xyz 0 1
C -0.55900 1.73673 -0.05246
C 1.84237 -0.78271 1.48446
C -1.33520 1.06608 -1.09377
C 1.20823 -1.77064 0.47198
O 0.15749 1.17150 0.70589
F 1.18476 -0.65447 2.56473
F 2.13804 -2.57988 0.05826
F 0.13942 -2.51438 0.90240
F 0.66673 -1.21424 -0.65032
H -0.61462 2.81049 -0.21108
H -1.40018 1.66197 -2.08536
H -2.45199 1.02200 -0.87264
H -0.97605 0.04756 -1.22210
*
```

Calculated atomic charges, method natural (NBO), unit e: 0.46, 0.42, -0.74, 0.80, -0.54, -0.26, -0.29, -0.34, -0.33, 0.10, 0.23, 0.25, 0.25


Molecular formula: C4H4F7NO
Method: DFT, the ωB97M-V functional and the def2-TZVPD basis

## Properties
relative energy (zero: lowest compared OMol25 entry of this formula, charge and spin): 9.29 kcal per mole
maximum force: 0.1080 hartree/bohr
HOMO level: -9.9 eV
gap between HOMO and LUMO: 10.52 eV
LUMO level: 0.65 eV

```
! wB97M-V def2-TZVPD RIJCOSX def2/J DEFGRID3
* xyz 0 1
C -1.88715 0.25492 0.97373
C 0.31331 -0.06353 -0.06263
C 1.69934 -0.70969 0.40122
C 0.40046 1.41267 -0.53377
N -0.19167 -1.02704 -1.72941
O -0.61641 -0.43264 0.78443
F 2.30107 -0.01092 1.38080
F 2.62821 -0.76725 -0.55692
F 1.45686 -1.98297 0.76493
F 1.45068 1.81890 -1.05808
F -0.64127 1.67223 -1.21509
F 0.23668 2.16640 0.62568
F -1.16399 -1.94905 -1.25499
H -2.41881 0.77772 0.27089
H -1.56341 1.06340 1.74795
H -2.58915 -0.51499 1.35357
H 0.58524 -1.70815 -1.89232
*
```

Calculated atomic charges, method natural (NBO), unit e: -0.27, 0.28, 0.94, 0.93, -0.24, -0.47, -0.31, -0.32, -0.31, -0.26, -0.29, -0.36, -0.28, 0.20, 0.20, 0.21, 0.32


Molecular formula: C4H4FN
Method: DFT, the ωB97M-V functional and the def2-TZVPD basis

## Properties
relative energy (zero: lowest compared OMol25 entry of this formula, charge and spin): 30.38 kcal per mole
maximum force: 0.0715 hartree/bohr
HOMO level: -10.9 eV
gap between HOMO and LUMO: 11.67 eV
structure (SMILES): N#C[C@H]1C[C@H]1F
LUMO level: 0.75 eV

```
! wB97M-V def2-TZVPD RIJCOSX def2/J DEFGRID3
* xyz 0 1
C -0.76102 0.50445 -0.37276
C -0.56405 -0.51218 0.63458
C 0.39582 -0.37805 -0.51226
C 1.62980 0.16902 -0.12696
H -1.65629 0.37473 -1.04616
H -1.15884 -1.45882 0.81371
H -0.38860 -0.08655 1.63901
H 0.39222 -1.11616 -1.30693
N 2.60349 0.71890 0.19747
F -0.49253 1.78466 0.08031
*
```

Calculated atomic charges, method natural (NBO), unit e: 0.21, -0.44, -0.39, 0.28, 0.20, 0.24, 0.26, 0.27, -0.30, -0.33


Molecular formula: C4H4FN
Method: DFT, the ωB97M-V functional and the def2-TZVPD basis

## Properties
relative energy (zero: lowest compared OMol25 entry of this formula, charge and spin): 108.27 kcal per mole
maximum force: 0.1366 hartree/bohr
HOMO level (spin up / spin down): -9.3 / -7.9 eV
gap between HOMO and LUMO (spin up / spin down): 9.32 / 7.79 eV
LUMO level (spin up / spin down): -0.01 / -0.12 eV

```
! wB97M-V def2-TZVPD RIJCOSX def2/J DEFGRID3
* xyz 0 1
C -0.50001 -1.12394 -0.01169
C 0.76909 -0.55863 -0.04408
C -1.43267 -0.14507 -0.07345
C 0.76476 0.98251 0.00247
N -0.56479 1.49986 -0.11338
F -2.72626 -0.10459 -0.01883
H -0.56655 -2.19336 0.05028
H 1.72645 -1.02754 -0.08911
H 1.26367 1.01298 0.92469
H 1.26631 1.65779 -0.62691
*
```

Calculated atomic charges, method natural (NBO), unit e: -0.42, -0.09, 0.56, -0.39, -0.34, -0.28, 0.25, 0.21, 0.25, 0.25


What is the formula in the sixth record? C4H4F2


Among the records above, which one has the lowest relative energy (zero: lowest compared OMol25 entry of this formula, charge and spin)? C4H4CuO5


What is the relative energy (zero: lowest compared OMol25 entry of this formula, charge and spin) in the second record? 120.35 kcal per mole


Please write out number 3 again, unchanged.
Molecular formula: C4H4CuO
Method: DFT, the ωB97M-V functional and the def2-TZVPD basis

## Properties
relative energy (zero: lowest compared OMol25 entry of this formula, charge and spin): 139.76 kcal per mole
maximum force: 0.0857 hartree/bohr
HOMO level (spin up / spin down): -12.6 / -12.6 eV
gap between HOMO and LUMO (spin up / spin down): 6.23 / 6.23 eV
LUMO level (spin up / spin down): -6.37 / -6.37 eV

```
! wB97M-V def2-TZVPD RIJCOSX def2/J DEFGRID3
* xyz 1 1
C 0.47018 -0.52423 -0.66174
C 0.66033 -0.81320 -1.92097
C 0.18190 -0.34003 0.59950
C -0.94086 0.08808 1.38931
O -0.02700 1.07797 1.50603
Cu 0.41224 3.26370 1.47157
H 0.77371 -0.02379 -2.66916
H 0.89658 -1.83487 -2.23078
H -1.91503 0.31863 0.93967
H -0.51204 -1.21226 1.57656
*
```

Calculated atomic charges, method natural (NBO), unit e: 0.01, -0.37, 0.08, -0.10, -0.65, 0.98, 0.25, 0.25, 0.22, 0.33